The following is a DFT calculation (ωB97M-V/def2-TZVPD) of C2H2ClNO2 in the gas phase.

```
8
Properties=species:S:1:pos:R:3:mulliken_charge:R:1
O 1.17 0.14 -0.80 -0.4370
C 0.39 0.66 -0.04 0.0921
C -0.76 -0.02 0.67 0.5756
O -0.98 0.37 1.77 -0.5046
N -1.40 -1.02 0.06 -0.2574
Cl -2.40 -2.17 0.79 -0.0250
H 0.43 1.76 0.40 0.2623
H -1.21 -1.39 -0.87 0.2939
```

Properties
* molar mass: 107.50 g mol⁻¹
* SMILES: O=CC(=O)NCl
* Kohn-Sham gap: 10.1599 eV
* E_LUMO: -0.244 eV
* HOMO level: -0.382 hartree
* E: -20212.154 eV
* total charge: 0

---

The following is a DFT calculation (ωB97M-V/def2-TZVPD) of a molecular structure, C2H2ClNS.

```
7
Properties=species:S:1:pos:R:3:mulliken_charge:R:1
C 1.06 0.40 0.15 0.0297
C 2.05 -0.92 -0.24 -0.2082
N 0.21 -0.42 0.99 -0.2791
S 1.04 -1.92 0.53 0.1452
Cl 0.68 2.25 0.65 -0.2053
H 0.65 0.25 -0.86 0.2813
H -0.73 -0.27 1.39 0.2364
```

Properties
* molar mass: 107.56 g mol⁻¹
* Kohn-Sham gap: 8.9086 eV
* E_LUMO: -0.710 eV
* HOMO level: -0.353 hartree
* E: -26948.598 eV
* total charge: 0

---

The following is a DFT calculation (ωB97M-V/def2-TZVPD) of a molecular structure, C2H2ClNS.

```
7
Properties=species:S:1:pos:R:3:mulliken_charge:R:1
C -0.16 0.60 -0.62 -0.3246
C -0.82 1.08 -1.68 0.2303
N 0.46 -0.50 -1.10 -0.1611
S -0.03 -0.13 -2.77 -0.0528
Cl -1.65 2.49 -2.23 -0.1613
H -0.56 0.38 1.37 0.1889
H 0.52 -1.44 -0.68 0.2806
```

Properties
* molar mass: 107.56 g mol⁻¹
* Kohn-Sham gap (alpha / beta): 7.5201 / 7.4183 eV
* E_LUMO (alpha / beta): -1.242 / -1.319 eV
* HOMO level (alpha / beta): -0.322 / -0.321 hartree
* E: -26947.661 eV
* total charge: 0

---

The following is a DFT calculation (ωB97M-V/def2-TZVPD) of C2H2ClNS2 in the gas phase.

```
8
Properties=species:S:1:pos:R:3:mulliken_charge:R:1
C -0.31 0.18 -0.87 -0.4741
C -0.83 -0.31 0.27 0.0133
N -2.49 0.17 -2.42 -0.3128
S -1.06 0.42 -2.53 0.2057
S -2.47 -0.78 0.38 0.1071
Cl -2.56 -1.32 2.27 -0.1837
H 0.83 0.34 -0.93 0.2322
H -0.13 -0.49 0.98 0.4123
```

Properties
* molar mass: 139.63 g mol⁻¹
* Kohn-Sham gap (alpha / beta): 7.9505 / 7.0686 eV
* E_LUMO (alpha / beta): 0.377 / -1.879 eV
* multiplicity: 3
* HOMO level (alpha / beta): -0.278 / -0.329 hartree
* E: -37784.887 eV
* total charge: 0

---

The following is a DFT calculation (ωB97M-V/def2-TZVPD) of 2 unconnected molecules or ions with the total composition C2H2ClO2S.

```
8
Properties=species:S:1:pos:R:3:mulliken_charge:R:1
C -1.01 -0.01 -0.01 -0.3556
C -1.34 1.22 0.05 0.8852
O -1.79 2.34 -0.01 -0.4951
O 1.69 -2.01 0.63 -0.4446
S 1.92 -1.31 -0.66 0.0059
Cl 2.45 0.79 -0.10 -0.5504
H -0.07 -0.45 -0.17 -0.2751
H -1.86 -0.56 0.27 0.2298
```

Properties
* molar mass: 125.56 g mol⁻¹
* Kohn-Sham gap (alpha / beta): 4.9032 / 8.7390 eV
* E_LUMO (alpha / beta): 3.582 / 3.562 eV
* multiplicity: 3
* HOMO level (alpha / beta): -0.049 / -0.190 hartree
* E: -29557.627 eV
* total charge: -1

---

The following is a DFT calculation (ωB97M-V/def2-TZVPD) of a gas-phase ion, C2H2ClO3 (charge -1).

```
8
Properties=species:S:1:pos:R:3:mulliken_charge:R:1
O -0.49 -1.42 0.69 -0.6194
C -0.90 -0.36 0.25 0.5007
O -1.98 0.18 0.19 -0.6564
C 0.38 0.42 -0.41 0.0507
O 1.43 -0.41 -0.25 -0.6468
Cl 0.67 2.01 0.46 -0.3118
H 0.09 0.75 -1.34 0.2188
H 0.80 -1.18 0.41 0.4642
```

Properties
* molar mass: 109.49 g mol⁻¹
* SMILES: O=C([O-])[C@H](O)Cl
* Kohn-Sham gap: 8.5301 eV
* E_LUMO: 3.982 eV
* HOMO level: -0.167 hartree
* E: -20773.039 eV
* total charge: -1

---

The following is a DFT calculation (ωB97M-V/def2-TZVPD) of 2 unconnected molecules or ions with the total composition C2H2ClO4.

```
9
Properties=species:S:1:pos:R:3:mulliken_charge:R:1
C -2.04 -0.27 -0.47 0.7211
C 0.43 0.12 0.30 -0.2902
O -2.42 -1.00 0.29 -0.3258
O -1.87 0.44 -1.36 -0.3907
O 1.29 0.42 -0.73 -0.4259
O 0.90 -1.12 0.72 -0.3425
Cl 1.03 1.41 1.75 -0.4905
H 0.89 1.17 -1.04 0.3169
H 1.80 -1.16 0.55 0.2276
```

Properties
* molar mass: 125.49 g mol⁻¹
* Kohn-Sham gap: 6.6162 eV
* E_LUMO: 3.743 eV
* HOMO level: -0.106 hartree
* E: -22819.205 eV
* total charge: -1

---

The following is a DFT calculation (ωB97M-V/def2-TZVPD) of a molecular structure, C2H2DyO2.

```
7
Properties=species:S:1:pos:R:3:mulliken_charge:R:1
H -1.22 -0.52 -0.93 0.2900
O 0.77 -0.97 0.08 -0.6823
C -0.53 -0.60 0.09 -0.0477
C -0.68 0.88 -0.09 0.5232
O 0.27 1.63 -0.20 -0.2377
H -1.17 -0.94 0.92 0.4259
Dy 2.56 0.51 0.11 1.7286
```

Properties
* molar mass: 220.54 g mol⁻¹
* Kohn-Sham gap (alpha / beta): 6.6837 / 8.0572 eV
* E_LUMO (alpha / beta): -12.556 / -12.295 eV
* multiplicity: 7
* HOMO level (alpha / beta): -0.707 / -0.748 hartree
* E: -30262.675 eV
* total charge: +2